C7H4F3I | ωB97M-V/def2-TZVPD

Calculated values
- E_tot (eV) = -23571.9737
- charge = 0
- Kohn-Sham gap (spin up / spin down) (hartree) = 0.224 / 0.241
- LUMO energy (spin up / spin down) (eV) = 0.31 / -3.19
- 2S+1 = 3
- HOMO level (spin up / spin down) (eV) = -5.79 / -9.76

Last column: Löwdin charge in e.
Positions of all 15 atoms, in Å:
1 C -1.805 -0.537 0.670  -0.08
2 C -2.090 0.106 -0.464  -0.12
3 C -0.413 -0.715 0.932  0.00
4 C -1.132 0.739 -1.221  0.00
5 C 0.605 -0.022 0.142  -0.09
6 C 0.192 0.672 -0.919  -0.26
7 C 2.194 -0.054 0.646  -0.88
8 F 1.090 1.301 -1.774  0.02
9 F 2.356 -0.866 1.703  -0.01
10 F 2.610 1.146 1.076  0.02
11 I 3.547 -0.754 -0.874  0.91
12 H -2.548 -1.105 1.235  0.12
13 H -3.130 0.263 -0.749  0.12
14 H -0.108 -1.410 1.760  0.13
15 H -1.368 1.235 -2.165  0.14


C16H32InOP | ωB97M-V/def2-TZVPD

Calculated values
- E_tot (eV) = -33604.0114
- charge = +2
- Kohn-Sham gap (spin up / spin down) (hartree) = 0.205 / 0.208
- LUMO energy (spin up / spin down) (eV) = -8.75 / -8.53
- HOMO level (spin up / spin down) (eV) = -14.33 / -14.21
- energy relative to the best compared isomer or geometry (same formula, charge and spin) (kJ/mol) = 0.00

Last column: Löwdin charge in e.
Positions of all 51 atoms, in Å:
1 C 1.586 2.676 -1.042  -0.17
2 H 2.475 3.222 -0.722  0.10
3 H 1.862 2.115 -1.944  0.08
4 H 1.615 1.855 0.143  0.04
5 C 0.431 3.667 -1.282  -0.33
6 H -0.471 3.156 -1.664  0.09
7 H 0.139 4.102 -0.321  0.11
8 C 0.743 4.807 -2.266  -0.07
9 H -0.136 5.440 -2.417  0.09
10 H 1.546 5.448 -1.891  0.09
11 H 1.040 4.420 -3.240  0.09
12 C -0.965 -2.153 -0.235  -0.18
13 C -1.603 -1.284 -1.156  -0.21
14 C -0.625 -0.858 -2.103  -0.25
15 C 0.621 -1.472 -1.750  -0.23
16 C 0.403 -2.265 -0.595  -0.21
17 C 1.401 -3.129 0.082  0.00
18 C 1.870 -1.387 -2.549  0.01
19 C -0.879 -0.088 -3.351  -0.01
20 C -3.046 -0.942 -1.161  0.01
21 C -1.632 -2.869 0.876  0.01
22 In 0.198 0.917 -0.091  1.15
23 H 2.728 -1.779 -1.990  0.09
24 H 1.780 -1.987 -3.472  0.13
25 H 2.097 -0.352 -2.850  0.09
26 H 2.420 -2.869 -0.220  0.08
27 H 1.329 -3.041 1.173  0.08
28 H 1.235 -4.186 -0.175  0.12
29 H -2.489 -2.298 1.261  0.10
30 H -2.012 -3.847 0.533  0.13
31 H -0.940 -3.057 1.708  0.08
32 H -3.251 -0.081 -1.808  0.09
33 H -3.642 -1.789 -1.536  0.12
34 H -3.401 -0.709 -0.149  0.10
35 H -0.116 0.688 -3.515  0.09
36 H -0.859 -0.760 -4.229  0.12
37 H -1.865 0.395 -3.334  0.09
38 C -1.001 1.571 4.111  -0.15
39 P -0.028 0.314 3.289  0.57
40 C 1.663 0.896 3.164  -0.17
41 C -0.025 -1.153 4.317  -0.15
42 O -0.581 0.006 1.892  -0.48
43 H -0.531 1.831 5.069  0.08
44 H -2.013 1.188 4.302  0.08
45 H -1.065 2.469 3.484  0.07
46 H 2.047 1.070 4.179  0.08
47 H 2.282 0.139 2.663  0.07
48 H 1.694 1.836 2.595  0.05
49 H -1.054 -1.488 4.508  0.08
50 H 0.537 -1.963 3.833  0.06
51 H 0.451 -0.922 5.281  0.08


C17H10F5NO5SSeTeV | ωB97M-V/def2-TZVPD

Calculated values
- E_tot (eV) = -152261.2590
- charge = +1
- Kohn-Sham gap (spin up / spin down) (hartree) = 0.194 / 0.208
- LUMO energy (spin up / spin down) (eV) = -4.72 / -4.91
- 2S+1 = 3
- HOMO level (spin up / spin down) (eV) = -10.00 / -10.56
- energy relative to the best compared isomer or geometry (same formula, charge and spin) (kJ/mol) = 173.12

Last column: Löwdin charge in e.
Positions of all 42 atoms, in Å:
1 V 0.449 -0.005 -0.355  0.33
2 O -1.612 -1.025 2.871  0.21
3 C -0.941 -0.991 1.739  -0.37
4 O -0.230 -0.027 1.371  -0.08
5 C -1.031 -2.083 0.798  -0.14
6 C -1.701 -3.307 0.859  0.08
7 C -1.616 -4.146 -0.245  -0.01
8 C -0.945 -3.737 -1.395  0.07
9 C -0.320 -2.487 -1.388  -0.15
10 N -0.330 -1.712 -0.287  -0.03
11 C 0.360 -1.728 -2.416  -0.38
12 O 0.546 -2.135 -3.661  0.22
13 O 0.746 -0.593 -2.060  -0.13
14 H -1.521 -0.209 3.394  0.17
15 H -2.265 -3.583 1.735  0.14
16 H -2.090 -5.113 -0.220  0.12
17 H -0.929 -4.376 -2.265  0.13
18 H 0.172 -3.010 -3.842  0.14
19 F -4.683 3.687 -3.222  0.15
20 C -3.536 3.373 -2.632  -0.12
21 C -2.462 4.266 -2.649  -0.13
22 F -2.587 5.432 -3.273  0.15
23 C -1.268 3.919 -2.027  -0.24
24 F -0.235 4.759 -2.048  0.09
25 C -1.085 2.687 -1.392  -0.42
26 Se 0.625 2.274 -0.658  0.96
27 C -2.179 1.829 -1.389  -0.20
28 F -2.058 0.600 -0.794  0.05
29 C -3.388 2.144 -1.992  -0.14
30 F -4.383 1.257 -1.975  0.13
31 Te 2.856 -0.740 0.103  1.18
32 C 3.099 -0.345 2.151  -0.94
33 C 3.112 -1.261 3.170  -0.25
34 C 3.379 -0.684 4.427  -0.19
35 C 3.581 0.659 4.351  -0.41
36 S 3.447 1.249 2.748  0.96
37 H 2.947 -2.316 3.018  0.10
38 H 3.416 -1.241 5.346  0.11
39 H 3.805 1.335 5.153  0.07
40 O 3.391 2.161 -0.281  -0.29
41 H 3.727 2.788 0.369  0.03
42 H 3.738 2.436 -1.137  0.05


C16H58N16O13 | ωB97M-V/def2-TZVPD

Calculated values
- E_tot (eV) = -67986.6743
- charge = 0
- Kohn-Sham gap (hartree) = 0.263
- LUMO energy (eV) = -1.37
- HOMO level (eV) = -8.53
- energy relative to the best compared isomer or geometry (same formula, charge and spin) (kJ/mol) = 1119.83

Last column: Löwdin charge in e.
Positions of all 103 atoms, in Å:
1 C 2.252 3.944 -3.572  -0.09
2 C 2.774 2.562 -3.317  -0.30
3 O 3.087 2.416 -1.881  -0.13
4 H 1.864 3.975 -4.557  0.06
5 H 2.939 4.739 -3.220  0.09
6 H 1.340 4.036 -2.910  0.07
7 H 3.636 2.334 -3.875  0.10
8 H 1.873 1.953 -3.458  0.08
9 H 3.277 1.461 -1.627  0.02
10 C -1.621 5.170 0.230  -0.07
11 C -1.104 4.027 -0.581  -0.33
12 O -0.054 3.438 0.122  -0.06
13 H -0.945 5.924 0.497  0.05
14 H -2.033 4.779 1.197  0.08
15 H -2.476 5.670 -0.299  0.10
16 H -0.787 4.308 -1.603  0.12
17 H -1.865 3.316 -0.661  0.08
18 H 0.700 3.944 -0.026  0.07
19 C -4.301 2.196 1.997  -0.06
20 C -2.873 1.896 2.445  -0.27
21 O -2.048 1.598 1.315  -0.12
22 H -5.014 2.300 2.821  0.09
23 H -4.717 1.384 1.422  0.06
24 H -4.138 3.113 1.471  0.07
25 H -2.875 1.030 2.971  0.06
26 H -2.322 2.721 3.033  0.15
27 H -1.638 2.400 0.996  0.04
28 C -1.963 -4.440 2.468  -0.68
29 O -3.227 -4.945 2.306  -0.10
30 N -1.650 -3.189 2.154  0.14
31 N -1.063 -5.084 3.060  0.18
32 H -2.263 -2.608 1.611  0.10
33 H -0.730 -2.798 2.454  0.12
34 H -1.341 -6.036 3.355  0.16
35 H -0.106 -5.001 2.882  0.09
36 C 2.624 -1.685 -3.258  -0.63
37 O 3.989 -1.928 -3.585  -0.14
38 N 1.818 -2.536 -2.793  0.16
39 N 2.067 -0.598 -3.549  0.20
40 H 2.225 -3.430 -2.497  0.13
41 H 0.805 -2.349 -2.425  0.06
42 H 2.637 0.162 -3.519  0.05
43 H 1.065 -0.443 -3.638  0.07
44 C -1.240 0.793 -3.614  -0.60
45 O -0.943 2.162 -3.384  -0.07
46 N -1.959 -0.057 -2.949  0.14
47 N -0.568 0.114 -4.419  0.11
48 H -2.437 0.466 -2.229  0.09
49 H -2.449 -0.804 -3.416  0.13
50 H 0.048 0.661 -5.074  0.17
51 H -0.827 -0.828 -4.825  0.17
52 C 4.169 -1.098 -0.434  -0.61
53 O 3.577 -0.103 -1.138  -0.12
54 N 4.245 -1.013 0.882  0.16
55 N 4.956 -1.878 -1.095  0.18
56 H 3.561 -0.424 1.455  0.06
57 H 4.426 -1.872 1.413  0.11
58 H 4.729 -1.986 -2.114  0.06
59 H 5.415 -2.642 -0.583  0.13
60 C -1.082 -2.575 -1.044  -0.50
61 O -1.678 -1.602 -0.187  -0.14
62 N -0.872 -3.788 -0.578  0.19
63 N -0.741 -2.398 -2.284  0.11
64 H -1.190 -3.987 0.385  0.09
65 H -0.363 -4.563 -1.038  0.15
66 H -0.959 -1.453 -2.713  0.08
67 H -0.578 -3.209 -2.961  0.18
68 C -4.719 0.857 -1.222  -0.62
69 O -5.251 2.127 -1.021  -0.12
70 N -5.165 -0.054 -2.020  0.14
71 N -3.641 0.460 -0.594  0.14
72 H -5.781 0.210 -2.829  0.15
73 H -4.711 -0.956 -2.277  0.12
74 H -3.173 1.091 0.053  0.06
75 H -3.215 -0.445 -0.607  0.06
76 C -0.637 0.734 5.065  -0.66
77 O -0.638 2.076 5.402  -0.10
78 N -0.758 -0.204 5.904  0.15
79 N -0.416 0.270 3.831  0.13
80 H -1.052 -0.029 6.943  0.19
81 H -0.895 -1.216 5.577  0.15
82 H -0.669 0.827 3.047  0.08
83 H -0.296 -0.690 3.579  0.10
84 C 3.030 1.091 3.356  -0.62
85 O 4.170 1.747 3.672  -0.10
86 N 2.665 0.794 2.145  0.13
87 N 2.245 0.728 4.360  0.17
88 H 3.128 1.361 1.359  0.17
89 H 1.810 0.336 1.788  0.07
90 H 2.486 1.097 5.209  0.08
91 H 1.209 0.588 4.242  0.05
92 C 0.542 0.618 -0.362  -0.12
93 O 0.477 -0.197 0.815  -0.16
94 H 0.797 0.027 -1.286  0.08
95 H 1.265 1.382 -0.198  0.05
96 H -0.406 1.114 -0.649  0.07
97 H -0.157 -0.875 0.576  0.02
98 C 1.947 -3.485 0.838  -0.17
99 O 2.985 -4.463 0.816  -0.11
100 H 2.186 -2.542 1.334  0.07
101 H 1.041 -3.932 1.333  0.06
102 H 1.741 -3.141 -0.173  0.05
103 H 2.794 -4.948 -0.018  0.09


C4H7NO | ωB97M-V/def2-TZVPD

Calculated values
- E_tot (eV) = -7796.6832
- charge = 0
- Kohn-Sham gap (hartree) = 0.365
- LUMO energy (eV) = 1.00
- HOMO level (eV) = -8.93
- SMILES = O=CCN1CC1
- energy relative to the best compared isomer or geometry (same formula, charge and spin) (kJ/mol) = 285.71

Last column: Löwdin charge in e.
Positions of all 13 atoms, in Å:
1 O 2.844 -1.197 -0.667  0.05
2 C 1.828 -0.540 -0.595  -0.23
3 C 0.507 -1.084 -0.079  -0.15
4 N -0.212 0.047 0.389  -0.18
5 C -0.730 1.237 -0.173  -0.14
6 C -1.507 0.402 0.816  -0.13
7 H 1.801 0.540 -0.902  0.13
8 H 0.737 -1.704 0.795  0.13
9 H 0.038 -1.722 -0.849  0.13
10 H -1.117 1.278 -1.196  0.11
11 H -0.218 2.140 0.153  0.10
12 H -1.557 0.679 1.866  0.10
13 H -2.414 -0.076 0.442  0.10


C4H7FN2 | ωB97M-V/def2-TZVPD

Calculated values
- E_tot (eV) = -9956.7005
- charge = 0
- Kohn-Sham gap (hartree) = 0.378
- LUMO energy (eV) = 1.01
- HOMO level (eV) = -9.29
- SMILES = CN1CN=C[C@H]1F
- energy relative to the best compared isomer or geometry (same formula, charge and spin) (kJ/mol) = 200.83

Last column: Löwdin charge in e.
Positions of all 14 atoms, in Å:
1 C -0.664 -0.872 -0.974  -0.12
2 N 0.019 0.089 -0.247  -0.17
3 C -0.637 0.827 0.891  -0.23
4 N 0.367 1.504 1.520  -0.02
5 C 1.595 1.290 1.210  0.04
6 C 1.433 -0.020 -0.018  -0.21
7 F 1.857 -1.188 0.675  -0.06
8 H 0.204 -1.260 -1.578  0.11
9 H -1.145 -1.742 -0.501  0.09
10 H -1.434 -0.354 -1.589  0.09
11 H -1.068 0.260 1.685  0.12
12 H -1.426 1.580 0.600  0.14
13 H 2.481 1.481 1.818  0.10
14 H 2.163 0.175 -0.767  0.12